(1)
Formula: C3H5NO2
Source: the Open Molecules 2025 dataset
Level of theory: ωB97M-V/def2-TZVPD

The geometry in XYZ format:
```
11
Properties=species:S:1:pos:R:3:forces:R:3
N -2.0868 -0.1886 1.2262 0.4 0.1 -0.2
C -0.9647 -0.0490 0.6805 -0.2 -0.2 0.2
O 0.0853 -0.8871 0.9361 -0.1 -0.3 -0.3
C 0.9263 -0.7424 -0.1985 -1.1 -0.7 -2.0
C 0.8206 0.7445 -0.4748 0.2 -0.2 -0.3
O -0.5950 0.8896 -0.2408 0.0 0.0 0.2
H -2.7363 0.5328 0.9221 0.2 0.0 0.0
H 0.4862 -1.2440 -1.1142 -1.3 0.9 0.6
H 1.6963 -1.4691 -0.3697 1.9 0.6 1.9
H 1.3281 1.4896 0.1555 0.2 -0.6 0.0
H 1.0400 0.9237 -1.5224 -0.1 0.3 -0.1
```
Forces are in eV/Å.

## Properties
SMILES = N=C1OCCO1
Orbital gap = 10.75 eV
LUMO = 0.78 eV
HOMO energy = -10.0 eV
Maximum force = 2.78 eV/Å

(2)
Formula: C19H32ClO21
Source: the Open Molecules 2025 dataset
Level of theory: ωB97M-V/def2-TZVPD

The geometry in XYZ format:
```
73
Properties=species:S:1:pos:R:3:forces:R:3
Cl 1.4621 -0.4961 -0.5426 -0.3 0.6 -0.3
O 2.7168 -0.8830 0.0393 0.6 -0.2 -0.1
O 1.6529 0.1579 -1.8258 0.2 -0.8 -0.2
O 0.6394 -1.6940 -0.6823 0.1 0.9 0.0
O 0.8592 0.5101 0.3048 -0.6 -0.5 0.5
C 5.4807 4.9310 4.0823 0.6 -0.1 -1.0
C 6.5662 4.2774 3.2251 -1.1 -0.2 -1.3
O 7.7207 4.0891 4.0528 -0.7 -0.3 -1.2
C 7.5659 4.8422 5.1350 -0.4 -0.3 0.4
O 8.4344 5.0349 5.9292 -0.9 0.4 -0.1
O 6.2589 5.2608 5.1881 0.5 1.2 2.5
H 4.6004 4.3140 4.2625 0.4 -0.4 0.7
H 5.0530 5.8120 3.6037 0.4 0.3 0.1
H 6.8041 4.9669 2.4150 0.3 -0.3 -0.1
H 6.1208 3.3604 2.8391 0.9 -0.3 -0.1
C -5.1814 -1.1344 -5.0281 -0.2 1.9 0.2
C -5.2309 -0.3248 -3.7476 -0.8 1.5 1.0
O -5.5962 -1.2360 -2.7090 0.8 -0.1 0.3
C -5.6884 -2.4536 -3.2035 -0.1 -1.9 -0.3
O -5.9610 -3.4573 -2.5871 0.4 1.6 -1.2
O -5.4301 -2.4155 -4.5791 -0.2 -1.9 0.8
H -4.2262 -0.9531 -5.5207 0.2 -0.8 0.0
H -5.9513 -0.7614 -5.7036 -0.2 -0.4 -0.2
H -6.0644 0.3696 -3.6415 0.2 0.5 -0.8
H -4.3108 0.2200 -3.5365 0.1 -0.4 0.3
C 3.0504 -8.1238 2.4467 1.6 0.7 -2.3
C 4.5731 -7.6708 2.5631 -3.0 0.4 -1.0
O 4.5333 -7.1792 3.8885 1.5 0.4 0.8
C 3.4305 -7.5517 4.5455 -1.1 1.6 5.3
O 3.1194 -7.2703 5.7475 1.9 -1.2 -5.2
O 2.6409 -8.2221 3.7486 -1.5 -1.8 1.0
H 2.9942 -9.0034 1.8055 -0.5 -0.4 0.7
H 2.4103 -7.3522 2.0190 0.3 0.1 -0.5
H 4.6385 -6.8526 1.8459 0.7 0.1 0.3
H 5.2995 -8.4475 2.3240 0.0 0.0 0.7
C -1.3388 6.1362 -5.7532 -1.5 -0.5 0.1
C -2.3414 6.5342 -4.7005 0.6 0.8 1.2
O -3.6125 6.1982 -5.1749 -1.0 -0.1 -0.5
C -3.5123 5.5340 -6.3366 -1.6 -0.7 -1.3
O -4.4697 5.2218 -7.0461 3.0 0.7 1.9
O -2.1898 5.2682 -6.5542 0.3 0.1 -1.1
H -0.5253 5.5790 -5.2887 0.1 0.0 -0.7
H -1.0541 7.0542 -6.2673 0.4 -0.6 -0.6
H -2.3187 7.6207 -4.6161 0.0 -0.1 0.8
H -2.1416 5.9869 -3.7793 -0.2 0.4 0.2
C -4.4202 -2.7854 4.6538 0.3 0.0 -0.7
C -4.1065 -1.6210 5.5722 0.3 0.4 -0.6
O -4.2468 -2.2301 6.8056 0.9 1.7 3.2
C -4.7330 -3.4254 6.8106 -1.3 -4.2 1.5
O -5.0772 -4.0983 7.8071 1.2 2.5 -3.6
O -4.7533 -3.8774 5.4967 -1.1 0.2 1.7
H -3.5178 -3.1617 4.1720 -0.3 0.6 -0.8
H -5.2582 -2.4683 4.0330 0.2 -0.8 -0.5
H -4.7584 -0.7479 5.5993 -0.4 -0.2 -0.6
H -3.1092 -1.2244 5.3822 0.2 -0.2 0.5
C 7.8430 -5.2120 -5.6691 0.6 -0.2 0.5
C 7.4952 -4.2260 -4.5660 0.9 -1.6 0.5
O 6.8166 -3.1731 -5.1220 -1.2 1.3 -0.2
H 8.2798 -6.1291 -5.2738 0.1 0.0 0.2
H 8.6347 -4.7305 -6.2430 -0.3 -0.2 -0.6
H 6.9861 -5.5174 -6.2695 0.0 0.4 -0.1
H 8.4135 -3.8765 -4.0941 0.3 0.1 0.0
H 6.9396 -4.6934 -3.7531 -0.3 -0.2 0.0
H 6.0469 -3.0360 -4.5650 -0.1 0.5 -0.2
C -5.2981 5.0305 1.4747 -1.0 -0.5 0.6
C -6.2719 6.0806 2.0672 0.6 0.3 -1.3
O -7.5959 5.5635 1.9821 0.0 -0.4 0.2
H -4.2279 5.0998 1.6696 -0.2 0.6 0.2
H -5.4339 4.9069 0.4002 -0.1 0.2 0.0
H -5.6268 4.0946 1.9265 0.2 -0.3 0.0
H -6.2556 6.9521 1.4128 0.3 0.4 0.1
H -6.0364 6.4082 3.0798 0.2 -0.3 0.1
H -8.2088 6.3012 2.0235 0.0 0.0 0.0
```
Forces are in eV/Å.

## Properties
Orbital gap = 7.70 eV
LUMO = 1.63 eV
HOMO energy = -6.1 eV
Charge = -1
Maximum force = 5.68 eV/Å

(3)
Formula: C3H7NO2
Source: the Open Molecules 2025 dataset
Level of theory: ωB97M-V/def2-TZVPD

The geometry in XYZ format:
```
13
Properties=species:S:1:pos:R:3:forces:R:3
N -0.8494 -1.2214 -0.5104 -0.1 -0.1 -0.3
C -0.8889 0.1952 -0.8062 -0.3 0.2 -0.2
O -1.5527 0.6384 -1.7102 0.4 -0.2 0.2
C -0.0111 1.0442 0.0819 0.0 0.1 0.0
C 1.2492 0.3154 0.5782 0.1 0.4 -0.1
O 0.9317 -0.7153 1.4777 0.0 -0.1 0.1
H -1.6876 -1.4488 0.0131 0.0 -0.1 0.2
H -0.9228 -1.7369 -1.3813 -0.2 0.1 -0.1
H -0.5911 1.3557 0.9626 0.0 -0.1 -0.1
H 0.2068 1.9524 -0.4889 0.1 -0.1 0.1
H 1.8358 -0.0889 -0.2640 -0.1 0.2 0.1
H 1.8771 1.0352 1.1114 0.0 -0.1 -0.1
H 0.4031 -1.3253 0.9361 0.0 -0.1 0.2
```
Forces are in eV/Å.

## Properties
SMILES = NC(=O)CCO
Orbital gap = 10.95 eV
LUMO = 0.74 eV
HOMO energy = -10.2 eV
Maximum force = 0.52 eV/Å

(4)
Formula: C43H38N3O3
Source: the Open Molecules 2025 dataset
Level of theory: ωB97M-V/def2-TZVPD

The geometry in XYZ format:
```
87
Properties=species:S:1:pos:R:3:forces:R:3
C -5.7691 4.8392 -2.8015 0.1 -0.6 0.1
O -5.5355 3.4073 -2.7483 0.4 0.1 0.2
C -4.3841 2.9065 -2.2352 0.2 0.1 -0.1
C -4.1481 1.5197 -2.4214 -0.4 0.6 -0.1
C -2.9410 0.9613 -2.0668 0.5 -0.1 0.4
C -1.9215 1.7243 -1.4439 -0.6 0.6 0.3
C -0.6120 1.1566 -1.1546 -0.1 -1.2 -0.9
C 0.5751 1.9128 -1.5087 0.9 0.7 0.0
C 1.8689 1.3939 -1.2363 -0.5 0.0 -0.2
C 3.0116 2.0006 -1.7054 0.2 0.5 -0.3
C 2.9316 3.2199 -2.4283 -0.3 0.2 0.0
O 4.0999 3.8254 -2.7527 -0.4 -0.1 0.1
C 4.1271 5.2090 -3.1746 -0.1 -0.6 0.0
C 1.6620 3.7360 -2.7663 0.7 -0.1 0.2
C 0.5277 3.0917 -2.3090 -0.2 -0.5 0.3
C -2.2165 3.0965 -1.1883 0.1 -0.5 -0.1
C -3.4062 3.6891 -1.5804 -0.3 -0.2 -0.3
H -6.7418 4.9215 -3.2900 0.2 0.1 0.1
H -5.8181 5.2793 -1.7963 0.0 -0.2 -0.2
H -5.0035 5.3486 -3.4024 -0.1 -0.2 0.2
H -4.9207 0.9247 -2.9051 0.2 0.2 0.0
H -2.7357 -0.0861 -2.3038 -0.1 0.3 0.1
H -0.5184 0.0771 -1.2994 -0.3 1.0 -0.6
H 1.9360 0.4710 -0.6562 0.1 0.3 -0.1
H 3.9940 1.5667 -1.5336 -0.2 0.2 0.1
H 5.1913 5.4394 -3.2015 -0.2 0.1 -0.1
H 3.6930 5.3291 -4.1737 0.1 -0.1 0.2
H 3.6158 5.8660 -2.4599 0.1 -0.3 -0.1
H 1.5677 4.6211 -3.4008 0.1 -0.3 0.3
H -0.4337 3.4769 -2.6350 0.2 -0.1 0.0
H -1.4639 3.7211 -0.7034 -0.2 -0.2 0.0
H -3.5610 4.7625 -1.4356 0.0 -0.5 0.0
C -2.8406 -1.6826 0.0099 0.1 0.3 0.2
O -1.4691 -1.3313 -0.1816 0.4 0.0 -0.7
C -0.7329 -0.4976 0.6422 -0.7 0.9 0.5
C -1.4918 0.0923 1.7909 -0.6 0.1 0.4
C -1.8569 -0.7696 2.8442 0.0 0.3 -0.1
C -2.5591 -0.2923 3.9476 0.0 0.1 -0.1
C -2.9481 1.0503 3.9960 0.0 0.1 -0.2
C -2.6619 1.8979 2.9225 0.1 -0.1 -0.1
C -1.9400 1.4231 1.8279 0.4 -0.5 0.0
C 0.5626 -1.0598 0.8823 -0.7 -1.9 0.7
N 1.2208 -1.0917 2.0761 0.6 -0.6 -1.1
C 1.1092 -0.3608 3.2697 0.3 0.7 0.6
C 1.3646 -1.0640 4.4439 -0.4 0.1 0.4
C 1.1742 -0.4185 5.6635 0.0 0.3 -0.3
C 0.8013 0.9321 5.6745 0.0 0.0 0.0
C 0.6759 1.6524 4.4771 0.0 -0.2 0.2
C 0.8593 1.0079 3.2577 -0.1 -0.2 0.1
N 2.1310 -2.1167 2.1405 0.1 0.3 -1.5
C 2.0895 -2.7043 0.9740 -0.5 0.9 0.4
C 3.0469 -3.7374 0.6190 0.9 -0.6 -0.2
C 3.4882 -3.9612 -0.7025 -0.3 0.0 0.6
C 4.4542 -4.9324 -0.9451 0.1 -0.1 0.3
C 4.9935 -5.6717 0.1195 -0.2 0.2 0.1
C 4.5958 -5.4085 1.4417 0.1 0.0 -0.4
C 3.6490 -4.4240 1.6934 -0.2 0.0 -0.4
N 1.1052 -2.1395 0.1559 0.5 0.9 1.6
C 0.5594 -2.8173 -0.9686 -0.1 -0.2 -0.6
C 0.3675 -2.1376 -2.1593 0.1 -0.2 -0.4
C -0.1511 -2.8186 -3.2628 0.1 0.0 0.4
C -0.4661 -4.1760 -3.1570 -0.1 0.1 0.0
C -0.2758 -4.8509 -1.9490 0.2 0.3 0.1
C 0.2578 -4.1699 -0.8511 -0.2 -0.2 -0.1
H -3.1176 -2.1708 -0.9278 0.0 0.0 0.2
H -2.9349 -2.3918 0.8416 -0.1 0.2 -0.2
H -3.4689 -0.7943 0.1689 0.2 -0.3 0.1
H -1.5657 -1.8219 2.7914 0.0 0.3 0.1
H -2.8089 -0.9704 4.7674 0.1 0.3 -0.3
H -3.4815 1.4404 4.8654 0.1 -0.2 -0.3
H -2.9900 2.9403 2.9209 0.1 -0.4 0.1
H -1.6656 2.0675 0.9935 -0.2 -0.1 0.5
H 1.6827 -2.1045 4.3828 -0.2 0.4 0.2
H 1.3263 -0.9767 6.5885 -0.1 0.3 -0.2
H 0.6197 1.4390 6.6261 0.1 -0.2 -0.3
H 0.4293 2.7157 4.4965 0.1 -0.3 0.0
H 0.7871 1.5180 2.2970 0.0 0.0 0.3
H 3.0743 -3.3642 -1.5162 0.1 -0.3 0.2
H 4.7892 -5.1089 -1.9684 -0.1 0.0 0.3
H 5.7343 -6.4476 -0.0823 -0.2 0.3 0.1
H 5.0287 -5.9672 2.2740 -0.1 0.2 -0.3
H 3.3575 -4.1593 2.7121 0.1 -0.2 -0.3
H 0.6453 -1.0883 -2.2280 0.0 -0.2 -0.1
H -0.2920 -2.2744 -4.1943 0.0 -0.2 0.1
H -0.8616 -4.7099 -4.0225 0.1 0.2 0.3
H -0.5285 -5.9062 -1.8484 0.1 0.3 -0.1
H 0.4578 -4.6953 0.0876 -0.2 0.2 -0.3
```
Forces are in eV/Å.

## Properties
Orbital gap = 5.49 eV
LUMO = -3.84 eV
HOMO energy = -9.3 eV
Charge = +1
Maximum force = 2.16 eV/Å

Computed calculated total energy, in the same sequence as the records: -8775.6237; -75733.3275; -8809.4345; -55810.9763 eV.